DFT (ωB97M-V/def2-TZVPD) results for one molecule with the formula H4SSi at a distorted geometry.

Calculated values
structure (SMILES) = [SiH3]S
relative energy (zero: lowest compared OMol25 entry of this formula, charge and spin) = 26.3 kcal/mol
maximum force = 0.0678 Eh/bohr
LUMO energy = 0.252 eV
calculated total energy = -18776.635 eV
spin multiplicity = 1
gap between HOMO and LUMO = 9.65 eV

Cartesian coordinates (Å):
1 Si 0.371 -0.323 -0.112
2 S -0.103 2.065 -0.117
3 H 1.764 0.013 0.139
4 H -0.086 -0.915 1.177
5 H -0.324 -1.359 -1.020
6 H 1.100 2.466 -0.278

Okay, here come the natural (NBO) numbers, in e, for every atom: Si 0.73; S -0.44; H -0.14; H -0.17; H -0.11; H 0.13